Formula: C34H56HgN2O2P3
Source: the OMol25 dataset
Level of theory: wB97M-V/def2-TZVPD

Each line ends with the Löwdin charge.
Positions of all 98 atoms, in Å:
C  -1.585  -1.220  -2.666  -0.337
C  0.691  -1.603  -2.478  -0.261
C  -1.753  -2.342  -3.501  -0.018
C  0.588  -2.828  -3.154  -0.012
C  -0.650  -3.191  -3.687  -0.039
H  -2.724  -2.511  -3.966  0.115
H  1.502  -3.405  -3.298  0.117
H  -0.744  -4.098  -4.281  0.113
N  -0.416  -0.956  -2.106  0.130
P  -2.963  0.120  -0.581  0.929
P  3.107  -0.366  -0.925  1.125
C  -2.683  -0.201  -2.377  -0.231
H  -2.368  0.770  -2.796  0.087
H  -3.606  -0.491  -2.892  0.084
C  1.978  -0.810  -2.417  -0.188
H  2.619  -1.064  -3.273  0.111
C  4.679  0.446  -1.489  -0.610
C  3.167  -1.285  0.658  -0.635
C  -3.943  1.721  -0.520  -0.702
C  -3.891  -1.420  -0.028  -0.678
C  4.785  1.833  -0.817  -0.073
H  4.969  1.756  0.259  0.069
H  5.626  2.381  -1.265  0.096
H  3.875  2.424  -0.968  0.077
C  5.926  -0.382  -1.126  -0.094
H  6.117  -0.412  -0.046  0.071
H  5.867  -1.406  -1.517  0.085
H  6.803  0.095  -1.590  0.096
C  4.662  0.627  -3.020  -0.074
H  5.546  1.213  -3.305  0.096
H  4.723  -0.339  -3.537  0.086
H  3.783  1.176  -3.384  0.087
C  3.673  -0.318  1.742  -0.073
H  2.970  0.514  1.882  0.073
H  3.750  -0.863  2.693  0.096
H  4.668  0.087  1.519  0.063
C  1.762  -1.778  1.048  -0.103
H  1.103  -0.922  1.242  -0.010
H  1.311  -2.402  0.266  0.083
H  1.821  -2.368  1.974  0.092
C  4.100  -2.510  0.541  -0.077
H  5.147  -2.231  0.378  0.057
H  4.050  -3.072  1.485  0.094
H  3.787  -3.179  -0.273  0.090
C  -4.528  -1.186  1.353  -0.091
H  -5.006  -2.125  1.676  0.097
H  -3.790  -0.909  2.119  0.059
H  -5.317  -0.422  1.315  0.068
C  -2.880  -2.581  0.062  -0.096
H  -2.424  -2.790  -0.915  0.068
H  -2.084  -2.380  0.797  0.002
H  -3.420  -3.484  0.389  0.101
C  -4.972  -1.816  -1.041  -0.083
H  -5.505  -2.688  -0.636  0.098
H  -5.711  -1.024  -1.206  0.067
H  -4.545  -2.113  -2.006  0.072
C  -3.127  2.820  -1.235  -0.103
H  -3.036  2.638  -2.313  0.075
H  -3.646  3.782  -1.103  0.098
H  -2.117  2.928  -0.815  0.054
C  -4.168  2.161  0.942  -0.102
H  -3.217  2.313  1.476  0.049
H  -4.704  3.123  0.930  0.096
H  -4.772  1.447  1.513  0.060
C  -5.294  1.559  -1.226  -0.087
H  -5.186  1.194  -2.256  0.086
H  -5.980  0.902  -0.676  0.073
H  -5.767  2.551  -1.275  0.096
Hg  -0.976  0.591  0.663  0.892
C  -1.221  -1.638  2.723  -0.008
O  -0.664  -1.930  3.679  0.061
N  1.986  0.911  -0.897  -0.044
C  1.599  0.563  -2.138  -0.498
C  0.884  1.419  -3.065  -0.212
C  0.389  2.650  -2.605  -0.062
C  0.697  1.033  -4.411  -0.044
C  -0.168  3.549  -3.516  -0.100
H  0.470  2.853  -1.537  0.088
C  0.190  1.959  -5.324  -0.091
H  0.964  0.021  -4.727  0.111
C  -0.207  3.227  -4.882  -0.110
H  -0.540  4.505  -3.155  0.100
H  0.124  1.695  -6.382  0.103
H  -0.573  3.953  -5.611  0.097
C  0.999  3.472  4.004  -0.171
P  0.390  1.786  3.968  0.526
C  1.400  0.798  5.084  -0.165
C  -1.285  1.781  4.630  -0.171
O  0.437  1.211  2.562  -0.583
H  1.085  3.829  5.037  0.062
H  0.303  4.119  3.455  0.063
H  1.982  3.513  3.520  0.064
H  1.319  1.182  6.109  0.062
H  1.050  -0.242  5.058  0.048
H  2.448  0.835  4.762  0.057
H  -1.922  2.446  4.032  0.053
H  -1.694  0.764  4.604  0.046
H  -1.269  2.134  5.669  0.063

Calculated values
Kohn-Sham gap (alpha / beta) ... 4.4 / 6.1 eV
ΔE to the lowest compared entry with this formula, charge and spin ... 52.0 kcal/mol
Calculated total energy ... -75276.83110 eV
Total charge ... +1
Maximum force ... 3.53 eV Å⁻¹

Formula: C34H57DyN3O2SSi
Source: the OMol25 dataset
Level of theory: wB97M-V/def2-TZVPD

Each line ends with the Löwdin charge.
Positions of all 99 atoms, in Å:
O  -0.083  1.202  1.202  -0.415
O  -3.239  1.941  -1.631  -0.233
C  -0.882  1.827  2.300  -0.190
C  -0.063  2.726  3.201  -0.043
H  -1.269  0.962  2.844  0.110
H  -1.708  2.364  1.816  0.120
H  0.866  2.261  3.559  0.078
H  -0.665  2.956  4.087  0.099
H  0.173  3.685  2.725  0.086
C  0.636  2.129  0.307  -0.223
C  -0.282  3.184  -0.278  -0.041
H  1.085  1.502  -0.490  0.100
H  1.463  2.572  0.881  0.124
H  -1.128  2.730  -0.807  0.070
H  0.275  3.792  -0.997  0.101
H  -0.666  3.845  0.505  0.083
C  -3.355  1.508  -3.006  -0.275
C  -4.058  3.073  -1.300  -0.267
C  -2.132  1.860  -3.817  -0.066
H  -4.251  1.941  -3.486  0.128
H  -3.474  0.416  -2.978  0.094
H  -1.936  2.937  -3.791  0.072
H  -2.298  1.571  -4.859  0.087
H  -1.255  1.319  -3.446  0.062
C  -3.710  4.322  -2.088  -0.075
H  -3.896  3.233  -0.228  0.111
H  -5.122  2.816  -1.451  0.124
H  -2.637  4.542  -2.050  0.072
H  -4.240  5.178  -1.662  0.084
H  -4.015  4.222  -3.135  0.079
H  -2.387  0.602  0.180  0.020
N  3.255  -0.749  1.422  -0.088
C  4.138  -1.751  1.246  -0.324
C  3.923  -2.820  0.373  -0.034
C  2.848  -2.996  -0.499  -0.323
C  5.479  -1.688  1.924  0.007
H  5.454  -1.229  2.920  0.093
H  6.177  -1.112  1.299  0.096
H  5.879  -2.703  2.022  0.096
C  2.908  -4.098  -1.518  0.010
H  2.778  -3.698  -2.534  0.099
H  2.130  -4.851  -1.325  0.102
H  3.879  -4.601  -1.463  0.089
N  1.755  -2.224  -0.458  -0.111
C  3.733  0.517  1.911  -0.244
C  3.539  0.863  3.265  -0.237
C  2.922  -0.112  4.224  -0.045
C  3.975  2.115  3.699  -0.044
H  3.794  2.403  4.736  0.119
C  4.657  2.972  2.839  -0.062
H  5.006  3.937  3.194  0.109
C  4.908  2.597  1.521  -0.038
H  5.472  3.257  0.856  0.120
C  4.455  1.369  1.047  -0.223
C  4.772  0.950  -0.358  -0.027
C  0.714  -2.298  -1.450  -0.254
C  -0.414  -3.127  -1.242  -0.224
C  -0.612  -3.910  0.022  -0.044
C  -1.397  -3.174  -2.230  -0.043
H  -2.254  -3.838  -2.079  0.123
C  -1.285  -2.402  -3.382  -0.059
H  -2.055  -2.457  -4.158  0.116
C  -0.184  -1.562  -3.561  -0.043
H  -0.084  -0.951  -4.455  0.115
C  0.828  -1.496  -2.603  -0.221
C  1.991  -0.567  -2.786  -0.032
Dy  0.984  -0.803  1.092  1.496
H  1.822  -0.173  4.149  0.036
H  3.141  0.229  5.244  0.092
H  3.311  -1.136  4.115  0.084
H  3.950  0.397  -0.836  0.057
H  5.675  0.318  -0.401  0.092
H  4.973  1.835  -0.979  0.089
H  -1.238  -4.787  -0.197  0.097
H  -1.153  -3.344  0.801  0.043
H  0.319  -4.274  0.471  0.070
H  2.952  -1.036  -2.532  0.083
H  1.906  0.356  -2.185  0.062
H  2.049  -0.244  -3.834  0.093
H  4.705  -3.573  0.312  0.116
C  -2.655  -0.469  0.008  -0.164
Si  -4.530  -0.817  0.091  0.493
H  -2.282  -0.735  -0.990  0.025
H  -2.144  -1.091  0.759  -0.006
C  -5.337  0.350  1.329  -0.177
C  -4.789  -2.621  0.578  -0.180
C  -5.449  -0.604  -1.545  -0.172
H  -6.537  -0.631  -1.386  0.045
H  -5.190  -1.409  -2.248  0.036
H  -5.221  0.355  -2.026  -0.005
H  -4.956  0.158  2.343  0.031
H  -6.430  0.236  1.353  0.038
H  -5.114  1.396  1.072  0.016
H  -4.036  -2.957  1.303  0.023
H  -4.726  -3.271  -0.308  0.028
H  -5.785  -2.752  1.025  0.037
S  -0.176  -1.944  3.145  0.537
C  1.112  -2.998  2.943  -0.886
N  2.020  -3.746  2.807  0.121

Calculated values
Kohn-Sham gap (alpha / beta) ... 8.2 / 8.2 eV
ΔE to the lowest compared entry with this formula, charge and spin ... 0.0 kcal/mol
Calculated total energy ... -87542.60004 eV
Total charge ... +1
Multiplicity ... 6
Maximum force ... 2.97 eV Å⁻¹

Formula: C34H57EuN4OP2
Source: the OMol25 dataset
Level of theory: wB97M-V/def2-TZVPD

Each line ends with the Löwdin charge.
Positions of all 99 atoms, in Å:
C  1.559  -0.488  -2.782  -0.374
C  2.794  1.141  -1.517  -0.358
C  2.390  -0.352  -3.890  -0.063
C  3.693  1.261  -2.638  -0.035
C  3.492  0.540  -3.793  -0.062
H  2.198  -0.931  -4.796  0.109
H  4.532  1.957  -2.548  0.113
H  4.178  0.655  -4.640  0.113
N  1.746  0.208  -1.623  -0.093
P  0.146  -2.246  -1.146  1.027
P  1.567  1.964  0.776  0.952
C  0.380  -1.436  -2.820  -0.259
H  -0.539  -0.850  -2.992  0.066
H  0.479  -2.156  -3.650  0.092
C  2.924  1.931  -0.367  -0.269
H  3.705  2.699  -0.361  0.073
C  0.511  3.515  0.284  -0.646
C  2.291  2.308  2.520  -0.662
C  -1.638  -3.020  -1.173  -0.639
C  1.470  -3.632  -1.157  -0.651
C  -0.873  3.453  0.959  -0.109
H  -0.812  3.671  2.035  0.065
H  -1.541  4.211  0.507  0.089
H  -1.335  2.460  0.846  0.018
C  1.175  4.870  0.590  -0.096
H  1.228  5.084  1.670  0.066
H  2.192  4.925  0.165  0.086
H  0.576  5.677  0.124  0.093
C  0.375  3.424  -1.253  -0.113
H  -0.367  4.170  -1.598  0.081
H  1.338  3.645  -1.740  0.087
H  0.060  2.426  -1.591  0.039
C  1.186  2.771  3.489  -0.092
H  0.331  2.073  3.484  0.061
H  1.597  2.794  4.516  0.095
H  0.819  3.784  3.260  0.062
C  2.885  1.002  3.072  -0.123
H  2.107  0.244  3.246  0.057
H  3.645  0.586  2.394  0.075
H  3.372  1.220  4.042  0.097
C  3.440  3.337  2.458  -0.092
H  3.127  4.320  2.080  0.057
H  3.842  3.481  3.479  0.093
H  4.262  2.963  1.825  0.078
C  1.451  -4.323  0.223  -0.088
H  2.240  -5.098  0.250  0.102
H  1.649  -3.612  1.037  0.038
H  0.487  -4.820  0.421  0.067
C  2.842  -2.956  -1.404  -0.090
H  2.962  -2.681  -2.464  0.084
H  3.000  -2.051  -0.804  0.040
H  3.634  -3.682  -1.144  0.104
C  1.301  -4.680  -2.281  -0.089
H  2.257  -5.223  -2.390  0.095
H  0.526  -5.426  -2.064  0.059
H  1.080  -4.212  -3.256  0.079
C  -2.476  -2.347  -2.276  -0.115
H  -2.112  -2.601  -3.286  0.097
H  -3.521  -2.702  -2.197  0.102
H  -2.482  -1.253  -2.173  0.012
C  -2.259  -2.707  0.203  -0.114
H  -2.333  -1.622  0.373  0.045
H  -3.275  -3.144  0.254  0.096
H  -1.660  -3.128  1.027  0.067
C  -1.722  -4.539  -1.415  -0.095
H  -1.399  -4.817  -2.430  0.081
H  -1.143  -5.122  -0.683  0.067
H  -2.782  -4.840  -1.311  0.095
Eu  0.576  -0.230  0.213  1.183
C  2.058  -1.091  1.087  -0.438
O  2.919  -1.682  1.625  0.081
N  -1.143  0.570  -0.734  0.043
C  -2.115  1.027  -1.206  -0.055
C  -3.334  1.595  -1.813  -0.548
C  -2.976  2.905  -2.559  -0.027
C  -3.904  0.559  -2.816  -0.039
C  -4.360  1.898  -0.690  -0.022
H  -2.572  3.658  -1.864  0.075
H  -2.231  2.720  -3.348  0.102
H  -3.893  3.309  -3.022  0.104
H  -4.180  -0.380  -2.309  0.077
H  -4.807  0.978  -3.291  0.106
H  -3.166  0.330  -3.604  0.101
H  -5.266  2.335  -1.143  0.103
H  -4.645  0.982  -0.149  0.095
H  -3.946  2.619  0.034  0.087
N  -2.349  -1.491  6.001  0.113
C  -1.807  -1.229  4.719  -0.282
C  -2.156  -0.069  4.019  0.000
C  -1.577  0.186  2.771  -0.119
N  -0.674  -0.679  2.228  -0.084
C  -0.340  -1.819  2.903  -0.132
C  -0.899  -2.117  4.145  0.003
H  -2.995  -0.824  6.446  0.114
H  -2.073  -2.336  6.523  0.115
H  -2.853  0.641  4.447  0.116
H  -1.842  1.089  2.274  0.076
H  0.380  -2.502  2.492  0.084
H  -0.605  -3.022  4.662  0.120

Calculated values
Kohn-Sham gap (alpha / beta) ... 5.8 / 5.9 eV
ΔE to the lowest compared entry with this formula, charge and spin ... 127.9 kcal/mol
Calculated total energy ... -82086.89859 eV
Total charge ... +1
Multiplicity ... 8
Maximum force ... 13.68 eV Å⁻¹

Formula: C34H57F3O11S5
Source: the OMol25 dataset
Level of theory: wB97M-V/def2-TZVPD

Each line ends with the Löwdin charge.
Positions of all 110 atoms, in Å:
F  -2.541  -15.931  0.005  0.010
C  -1.691  -14.942  -0.317  -0.275
C  -1.980  -14.043  -1.337  -0.009
C  -1.181  -12.904  -1.448  -0.067
C  -0.041  -12.796  -0.651  -0.104
C  0.288  -13.690  0.336  -0.080
C  -0.542  -14.801  0.494  -0.026
H  -2.862  -14.248  -1.928  0.117
H  -1.404  -12.199  -2.235  0.105
H  0.593  -11.925  -0.751  0.103
H  1.233  -13.645  0.856  0.110
H  -0.332  -15.524  1.269  0.077
F  -5.075  -18.152  9.607  0.023
C  -5.929  -17.431  8.831  -0.249
C  -7.073  -16.941  9.443  -0.006
C  -7.993  -16.251  8.606  -0.058
C  -7.566  -15.852  7.335  -0.105
C  -6.361  -16.198  6.813  -0.101
C  -5.471  -17.008  7.550  0.027
H  -7.255  -17.062  10.501  0.113
H  -8.950  -16.031  9.057  0.101
H  -8.258  -15.162  6.872  0.107
H  -6.152  -15.937  5.786  0.084
H  -4.482  -17.297  7.226  0.098
F  -0.210  -13.140  3.911  0.046
C  -1.478  -13.023  4.385  -0.247
C  -2.560  -13.541  3.622  -0.022
C  -3.831  -13.556  4.184  -0.102
C  -4.112  -12.916  5.369  -0.104
C  -3.132  -12.230  6.039  -0.076
C  -1.819  -12.334  5.567  -0.011
H  -2.415  -14.022  2.664  0.101
H  -4.675  -13.929  3.620  0.105
H  -5.142  -12.798  5.678  0.107
H  -3.346  -11.618  6.903  0.108
H  -1.037  -11.859  6.144  0.109
C  -2.217  -21.112  11.450  -0.249
S  -1.115  -20.768  12.867  0.829
O  -2.083  -20.762  14.049  -0.562
C  -0.170  -22.308  12.920  -0.266
H  -3.074  -20.444  11.376  0.043
H  -2.717  -22.068  11.617  0.055
H  -1.628  -21.164  10.536  0.027
H  -0.778  -23.183  13.147  0.058
H  0.672  -22.018  13.546  0.043
H  0.269  -22.532  11.945  0.046
C  -5.662  -17.975  4.102  -0.256
S  -6.405  -17.664  2.454  0.859
O  -7.677  -16.843  2.703  -0.601
C  -5.161  -16.531  1.602  -0.247
H  -5.106  -17.103  4.449  0.019
H  -4.905  -18.741  3.932  0.044
H  -6.458  -18.153  4.822  0.050
H  -4.920  -17.149  0.738  0.020
H  -4.292  -16.150  2.131  0.020
H  -5.781  -15.739  1.179  0.046
C  -2.655  -15.529  14.058  -0.266
S  -2.198  -17.246  13.525  0.829
O  -2.852  -18.340  14.342  -0.543
C  -3.236  -17.186  12.055  -0.282
H  -3.662  -15.537  14.479  0.048
H  -2.663  -14.772  13.273  0.044
H  -2.034  -15.143  14.866  0.037
H  -3.323  -18.215  11.711  0.022
H  -2.991  -16.496  11.245  0.055
H  -4.251  -16.812  12.210  0.056
C  -1.606  -18.771  -0.170  -0.228
S  -1.450  -18.113  1.503  0.829
O  -2.832  -18.241  2.115  -0.547
C  -0.410  -19.372  2.266  -0.231
H  -2.132  -19.714  -0.301  0.072
H  -0.561  -18.830  -0.483  0.051
H  -1.996  -17.934  -0.746  0.034
H  -0.959  -20.306  2.385  0.069
H  0.025  -18.966  3.176  0.029
H  0.330  -19.715  1.540  0.053
C  0.506  -15.945  9.967  -0.232
S  1.285  -17.044  11.233  0.850
O  0.292  -18.187  11.471  -0.621
C  2.608  -17.788  10.259  -0.278
H  1.183  -15.590  9.192  0.050
H  0.071  -15.120  10.534  0.037
H  -0.443  -16.344  9.605  0.024
H  3.345  -18.370  10.810  0.056
H  3.072  -17.040  9.617  0.046
H  2.142  -18.540  9.620  0.037
C  1.396  -18.949  6.017  -0.053
O  2.624  -19.536  5.615  -0.017
C  3.707  -19.567  6.496  -0.544
O  3.813  -19.097  7.598  0.130
O  4.682  -20.156  5.816  0.005
C  6.029  -20.069  6.271  -0.041
H  0.586  -19.102  5.308  0.072
H  1.439  -17.898  6.307  0.101
H  1.104  -19.438  6.949  0.094
H  6.188  -21.101  6.585  0.100
H  6.281  -19.513  7.176  0.090
H  6.738  -19.635  5.568  0.096
C  -1.963  -18.996  8.637  -0.050
O  -1.810  -18.894  7.261  0.024
C  -1.760  -17.678  6.761  -0.581
O  -1.725  -16.622  7.421  0.080
O  -1.791  -17.698  5.411  -0.027
C  -1.775  -16.484  4.657  -0.029
H  -2.905  -18.581  8.997  0.086
H  -1.124  -18.544  9.170  0.083
H  -1.909  -19.994  9.065  0.067
H  -1.595  -16.698  3.606  0.043
H  -0.941  -15.896  5.041  0.101
H  -2.737  -15.991  4.782  0.084

Calculated values
Kohn-Sham gap ... 7.8 eV
ΔE to the lowest compared entry with this formula, charge and spin ... 0.0 kcal/mol
Calculated total energy ... -121025.52425 eV
Total charge ... 0
Maximum force ... 3.60 eV Å⁻¹

> Among the records above, which one has the lowest total charge?

C34H57F3O11S5